# 1
Formula: C4H13N2
Source: OMol25
Level of theory: wB97M-V/def2-TZVPD

Each line ends with the natural charge from an NBO analysis.
Cartesian coordinates (Å):
C -2.20 -0.59 -0.41  -0.44
N -1.18 0.55 -0.12  -0.52
C 0.39 0.23 -0.36  0.01
C 0.92 1.56 -0.35  -0.71
C 0.78 -0.69 0.89  -0.24
N 1.79 -1.57 0.26  -0.84
H -2.93 -0.63 0.37  0.24
H -1.58 -1.48 -0.65  0.25
H -2.81 -0.40 -1.44  0.25
H -1.39 1.43 -0.54  0.43
H -1.28 0.55 0.87  0.42
H 0.51 -0.28 -1.26  0.24
H 1.40 2.01 0.42  0.25
H 0.30 2.36 -0.58  0.23
H 1.61 1.74 -1.10  0.26
H 1.09 -0.07 1.72  0.20
H -0.15 -1.25 1.28  0.20
H 2.02 -2.42 0.68  0.39
H 2.70 -1.04 0.34  0.37

Results
- ΔE to the lowest compared entry with this formula, charge and spin (eV) = 2.8866
- HOMO-LUMO gap (Ha) = 0.3913
- E_HOMO (eV) = -13.7
- max |F| (Eh/bohr) = 0.102
- charge = +1
- energy (eV) = -7330.6006

=====

# 2
Formula: C3H10OS
Source: OMol25
Level of theory: wB97M-V/def2-TZVPD

Each line ends with the natural charge from an NBO analysis.
Cartesian coordinates (Å):
C 3.40 -0.72 -0.45  -0.62
C 1.92 -0.91 -0.41  -0.55
S 1.19 -0.38 1.16  0.10
C -0.39 0.04 0.51  -0.97
H 3.82 -1.25 -1.35  0.20
H 3.87 -1.15 0.49  0.20
H 3.70 0.31 -0.50  0.21
H 1.54 -2.01 -0.64  0.20
H 1.56 -0.34 -1.34  0.21
H -0.53 0.28 -0.56  0.22
H -1.02 -0.91 0.68  0.21
H -1.04 0.76 1.13  0.23
H -6.64 1.71 0.11  0.35
H -5.61 2.75 0.58  0.32
O -5.78 1.80 0.60  -1.32

Results
- <S²> = 0.750
- ΔE to the lowest compared entry with this formula, charge and spin (eV) = 1.0391
- HOMO-LUMO gap (alpha / beta) (Ha) = 0.0653 / 0.3217
- 2S+1 = 2
- E_HOMO (alpha / beta) (eV) = 1.3 / -5.7
- max |F| (Eh/bohr) = 0.086
- charge = -1
- energy (eV) = -16153.7094

=====

- Number 1 is which compound?
  C4H13N2